Model P:
Entry from the OMol25 dataset: a molecular structure, C5H9N2O (the ωB97M-V functional and the def2-TZVPD basis).

```
! wB97M-V def2-TZVPD RIJCOSX def2/J DEFGRID3
* xyz 1 1
C 1.5891 -1.1915 0.4879
C -0.8340 0.9729 0.8662
C 1.8844 0.9617 -0.4179
C -0.1543 0.9642 -0.4307
C -0.5433 -0.3266 0.1669
N 2.2793 -0.1619 0.2903
N -1.8710 -0.9664 -0.4333
O 0.2503 -1.3574 0.5165
H 2.1896 -2.0179 0.8637
H -0.3209 1.3807 1.7575
H -1.8554 1.3094 0.7200
H 2.0690 0.7919 -1.5662
H 2.1810 1.8814 -0.1252
H -0.7891 1.0946 -1.2640
H -2.5391 -0.9645 0.4099
H -1.4575 -1.9273 -0.5825
H -2.0780 -0.4433 -1.2591
*
```

**HOMO level**: -13.3 eV
**HOMO-LUMO gap**: 9.68 eV

***

Model Q:
Entry from the OMol25 dataset: a gas-phase ion, C5H9N2O (charge +1) (the ωB97M-V functional and the def2-TZVPD basis).

```
! wB97M-V def2-TZVPD RIJCOSX def2/J DEFGRID3
* xyz 1 1
N -1.7902 -0.9437 -0.4831
C -0.4925 -0.4422 0.0281
C -0.5772 0.3934 1.3077
C -0.1976 0.9410 -0.1858
C 1.2795 1.2059 -0.2353
N 2.1695 0.0636 -0.1554
C 1.6872 -1.0763 -0.2067
O 0.3952 -1.4886 -0.1560
H -1.4779 -1.5897 -1.2649
H -2.2683 -0.0151 -0.7874
H -2.2636 -1.4385 0.2883
H 0.1455 0.4301 2.0695
H -1.5082 0.6676 1.5137
H -0.6579 1.6731 -0.9031
H 1.5726 1.7492 -1.1930
H 1.7200 1.8835 0.6012
H 2.2639 -2.0133 -0.2378
*
```

**SMILES**: [NH3+][C@]12C[C@H]1CN=CO2
**HOMO level**: -13.9 eV
**HOMO-LUMO gap**: 10.08 eV

***

Calculated relative energies: model P 1.543; model Q 0.000, given in eV

***

Model P:
Entry from the OMol25 dataset: a single C6H16N2O molecule (the ωB97M-V functional and the def2-TZVPD basis).

```
! wB97M-V def2-TZVPD RIJCOSX def2/J DEFGRID3
* xyz 0 1
C 1.0615 -1.5169 0.6100
C -0.0436 -0.4900 0.7524
C 0.6788 0.8834 1.6152
N 1.6778 1.5333 0.7770
C -0.8371 0.0403 -0.3924
C -2.2930 -0.4110 -0.3172
N -0.8004 1.4256 -0.7371
C -0.1750 -0.7644 -1.8180
O 1.1208 -0.3317 -2.1029
H 1.8769 -1.1727 -0.0185
H 0.6679 -2.4740 0.2734
H 1.5096 -1.7086 1.5854
H -0.7316 -0.8692 1.5138
H 1.0826 0.4721 2.5513
H -0.0898 1.6099 1.8897
H 2.4284 0.8927 0.5437
H 2.0872 2.3355 1.2477
H -2.8084 -0.1758 -1.2467
H -2.8037 0.1145 0.4894
H -2.3679 -1.4804 -0.1385
H 0.1253 1.8387 -0.6244
H -1.4842 1.9766 -0.2332
H -0.8832 -0.4766 -2.6051
H -0.1861 -1.8518 -1.7661
H 1.1871 0.6004 -1.8491
*
```

**SMILES**: C[C@@H](CN)[C@@](C)(N)CO
**HOMO level**: -8.5 eV
**HOMO-LUMO gap**: 9.41 eV

***

Model Q:
Entry from the OMol25 dataset: 2 unconnected molecules or ions with the total composition C6H16N2O (the ωB97M-V functional and the def2-TZVPD basis).

```
! wB97M-V def2-TZVPD RIJCOSX def2/J DEFGRID3
* xyz 0 1
H -2.7283 0.2557 -0.1241
N -1.8513 -0.2407 0.0023
C -1.2519 -0.6235 -1.0540
C 0.0260 -1.3618 -0.9170
C -1.6721 -0.2115 -2.4512
N -2.0630 -1.3331 -3.2935
H 0.1659 -2.0756 -1.7303
H 0.0758 -1.8632 0.0539
H 0.8734 -0.6386 -0.8767
H -2.5220 0.4769 -2.3961
H -0.8457 0.3109 -2.9427
H -1.2795 -1.9531 -3.4636
H -2.8022 -1.8709 -2.8534
C 1.6647 1.1384 3.1581
C 1.0749 0.4560 1.9243
C 1.7127 1.2145 0.5885
O -0.2908 0.4669 2.0391
H 1.3355 0.6153 4.0567
H 2.7514 1.1450 3.1138
H 1.2958 2.1613 3.2076
H 1.4570 -0.5751 1.8626
H 1.3476 1.0782 -0.4258
H 1.6375 2.2923 0.7312
H 2.7713 0.9615 0.5946
H -0.8826 0.1744 1.1957
*
```

**SMILES**: [H]/N=C(/C)CN.CC(C)O
**HOMO level**: -9.0 eV
**HOMO-LUMO gap**: 9.73 eV

***

Calculated relative energies: model P 0.295; model Q 0.000, given in eV

***

Model P:
Entry from the OMol25 dataset: 2 unconnected molecules or ions with the total composition C6H16N2O (the ωB97M-V functional and the def2-TZVPD basis).

```
! wB97M-V def2-TZVPD RIJCOSX def2/J DEFGRID3
* xyz 0 1
C 1.1207 -0.0306 -0.3079
C -1.5924 1.0792 -0.0726
C -1.3196 -1.2902 0.1921
C 2.1054 -1.1806 -0.3731
C 1.7233 1.1675 0.3965
C -1.5649 -1.3159 1.6860
N -1.8611 -0.1502 -0.4855
N -1.4796 2.1027 -0.9756
O 0.7308 0.3338 -1.6641
H 1.5261 0.4246 -2.2123
H -1.8628 -0.2472 -1.4951
H -1.5778 1.2766 0.9882
H -1.3732 3.0186 -0.5700
H -0.7722 1.9018 -1.6817
H -1.6440 -2.1973 -0.3147
H -0.0944 -0.9065 0.0753
H 3.0320 -0.8980 -0.9072
H 1.6755 -2.0433 -0.8895
H 2.3978 -1.4993 0.6311
H 1.9206 0.9411 1.4478
H 2.6873 1.4721 -0.0565
H 1.0605 2.0344 0.3575
H -0.9635 -0.5546 2.1953
H -1.2592 -2.2843 2.0842
H -2.6153 -1.1543 1.9520
*
```

**HOMO level**: -6.0 eV
**HOMO-LUMO gap**: 6.87 eV

***

Model Q:
Entry from the OMol25 dataset: a molecular structure, C6H16N2O (the ωB97M-V functional and the def2-TZVPD basis).

```
! wB97M-V def2-TZVPD RIJCOSX def2/J DEFGRID3
* xyz 0 1
C 1.2213 1.1944 -0.1723
C 1.0132 2.6689 -0.2080
C 0.9395 0.3762 -1.2903
C -1.2009 0.8719 0.9752
C 2.0498 0.6356 0.9360
H 1.7740 1.0672 1.8945
H 1.9360 -0.4446 0.9938
H 0.3019 2.9672 -0.9790
H 0.6780 3.0505 0.7576
H 1.9744 3.1477 -0.4303
H 0.2688 -0.6950 -0.7713
H 1.7783 -0.2401 -1.6159
H 0.4922 0.8751 -2.1454
H -0.8927 1.6207 1.7020
H -2.1003 0.3614 1.3244
H -1.4492 1.3476 0.0329
H 3.1072 0.8709 0.7408
C -1.2741 -2.2743 -0.2764
N -1.4805 -3.6645 -0.3448
O -2.3275 -1.5649 -0.8427
N -0.2328 -1.7364 0.1541
H -2.8615 -2.1612 -1.3829
H -0.7375 -4.1646 0.1215
H -2.3932 -3.9720 -0.0319
H -0.5845 -0.1376 0.8586
*
```

**HOMO level (alpha / beta)**: -7.5 / -7.5 eV
**HOMO-LUMO gap (alpha / beta)**: 7.47 / 7.48 eV

***

Calculated relative energies: model P 0.000; model Q 0.387, given in eV

***

Model P:
Entry from the OMol25 dataset: 2 unconnected molecules or ions with the total composition C2H4F3N (the ωB97M-V functional and the def2-TZVPD basis).

```
! wB97M-V def2-TZVPD RIJCOSX def2/J DEFGRID3
* xyz 0 1
C -1.0389 0.4394 -0.1197
C -0.3868 -0.8513 -0.1936
N 1.8517 -0.2301 0.0930
F -0.5397 -1.5624 0.9138
F 1.7170 1.0567 -0.5543
F 1.9762 0.1286 1.4274
H -2.0325 0.3674 -0.3636
H -0.7899 0.9407 0.7887
H -0.6021 1.0403 -0.8104
H -0.1551 -1.3293 -1.1815
*
```

**HOMO level (alpha / beta)**: -9.7 / -8.6 eV
**HOMO-LUMO gap (alpha / beta)**: 9.86 / 8.24 eV

***

Model Q:
Entry from the OMol25 dataset: a single C2H4F3N molecule (the ωB97M-V functional and the def2-TZVPD basis).

```
! wB97M-V def2-TZVPD RIJCOSX def2/J DEFGRID3
* xyz 0 1
C -1.1357 0.2441 0.3454
C 0.0988 -0.4249 -0.3858
F 0.1748 -1.7032 0.0687
N 1.2152 0.2239 0.2571
F 2.4756 -0.1174 -0.2277
F 1.1670 1.6284 0.0329
H -0.8450 -0.1561 1.3291
H -1.2043 1.2913 0.1688
H -1.9792 -0.3400 -0.1138
H 0.0328 -0.6461 -1.4747
*
```

**SMILES**: C[C@H](F)N(F)F
**HOMO level**: -11.0 eV
**HOMO-LUMO gap**: 12.14 eV

***

Calculated relative energies: model P 1.960; model Q 0.000, given in eV

***

Model P:
Entry from the OMol25 dataset: a single C4H8S2 molecule (the ωB97M-V functional and the def2-TZVPD basis).

```
! wB97M-V def2-TZVPD RIJCOSX def2/J DEFGRID3
* xyz 0 1
C -0.6135 -0.9013 2.1988
S -1.1141 -0.8961 0.3437
C 0.3614 -0.4963 -0.5273
C 1.0698 0.8712 -0.3354
C 0.4510 0.4113 -1.6385
S -0.8930 1.3871 -2.4929
H -1.5414 -1.5292 2.6444
H 0.1990 -1.5172 2.2895
H -0.4707 0.0280 2.5860
H 1.1250 -1.2204 -0.7664
H 0.2979 1.6657 0.1011
H 2.1516 0.9233 -0.3504
H 1.0199 -0.0109 -2.4299
H -2.0429 1.2847 -1.6226
*
```

**SMILES**: CS[C@@H]1C[C@@H]1S
**HOMO level**: -8.6 eV
**HOMO-LUMO gap**: 9.43 eV

***

Model Q:
Entry from the OMol25 dataset: a molecular structure, C4H8S2 (the ωB97M-V functional and the def2-TZVPD basis).

```
! wB97M-V def2-TZVPD RIJCOSX def2/J DEFGRID3
* xyz 0 1
C -2.6464 0.6940 0.3364
C -0.0382 0.0749 0.6488
C -0.0951 -1.1437 -0.4464
C 1.5565 0.1624 0.3753
H -2.8374 0.1080 -0.6918
H -3.3605 1.5184 0.6298
H -2.3480 -0.2673 1.2176
H -0.1534 -0.1947 1.7491
H -0.6753 -0.3760 -1.2576
H -0.7858 -1.9460 -0.0457
H 2.2638 0.1963 1.2329
H 1.8157 1.0437 -0.2537
S -0.9197 1.4085 0.1584
S 1.7585 -1.3340 -0.6625
*
```

**HOMO level**: -8.6 eV
**HOMO-LUMO gap**: 9.15 eV

***

Model R:
Entry from the OMol25 dataset: a single C4H8S2 molecule (the ωB97M-V functional and the def2-TZVPD basis).

```
! wB97M-V def2-TZVPD RIJCOSX def2/J DEFGRID3
* xyz 0 1
C -0.4465 2.8107 1.6709
C 0.1458 1.7551 1.0086
S -0.4834 0.7925 -0.3477
C 0.0981 -0.8248 0.0718
C -0.1525 -1.8634 -1.0576
S 0.6989 -1.3659 -2.5893
H 0.2071 3.1676 2.4523
H -1.4986 3.0874 1.6736
H 1.2319 1.6617 1.1699
H -0.2942 -1.2044 1.0194
H 1.1688 -0.7330 0.1919
H -1.2388 -1.9895 -1.2553
H 0.2746 -2.8464 -0.7454
H 0.2888 -2.4477 -3.2633
*
```

**SMILES**: C=CSCCS
**HOMO level**: -8.5 eV
**HOMO-LUMO gap**: 9.26 eV

***

Calculated relative energies: model P 1.189; model Q 2.030; model R 0.000, given in eV

***

Model P:
Entry from the OMol25 dataset: a single C4H6N2S2 molecule (the ωB97M-V functional and the def2-TZVPD basis).

```
! wB97M-V def2-TZVPD RIJCOSX def2/J DEFGRID3
* xyz 0 1
C 0.3008 -1.7526 -1.2136
N 0.1703 -0.5738 -0.3834
C -0.4508 0.6075 -0.7165
C -0.3580 1.4439 0.3368
S -0.8653 3.1103 0.5177
N 0.3480 0.7426 1.3223
C 0.6772 -0.5030 0.8947
S 1.5063 -1.6890 1.7238
H 1.3772 -1.9365 -1.3990
H -0.1362 -2.6267 -0.6809
H -0.2265 -1.5698 -2.1483
H -0.9337 0.7764 -1.6797
H -2.0117 2.8628 1.2143
H 0.6024 1.1079 2.2118
*
```

**SMILES**: Cn1cc(S)[nH]c1=S
**HOMO level**: -7.7 eV
**HOMO-LUMO gap**: 8.24 eV

***

Model Q:
Entry from the OMol25 dataset: a single C4H6N2S2 molecule (the ωB97M-V functional and the def2-TZVPD basis).

```
! wB97M-V def2-TZVPD RIJCOSX def2/J DEFGRID3
* xyz 0 1
H -3.6865 0.3464 0.4929
N -3.4459 -0.3585 -0.2895
C -2.1923 -0.3452 -0.4627
N -1.2028 0.3982 0.1699
C 0.1367 0.0901 0.0792
C 0.7274 -1.1064 0.0620
S 2.4536 -1.1687 -0.3343
C 2.6754 0.6244 0.1076
S 1.1569 1.4770 -0.4383
H -1.7839 -0.9952 -1.2479
H -1.4379 1.2636 0.5620
H 0.2499 -2.0168 0.4780
H 2.8064 0.7805 1.2253
H 3.5431 1.0105 -0.4040
*
```

**SMILES**: [H]/N=C\NC1=CSCS1
**HOMO level**: -8.1 eV
**HOMO-LUMO gap**: 8.63 eV

***

Calculated relative energies: model P 0.000; model Q 1.326, given in eV